C17H28N2O4 | ωB97M-V with the def2-TZVPD basis set

Last column: Mulliken charge in e.
Positions of all 51 atoms, in Å:
C: -1.951 0.097 2.302  -0.779
C: -1.745 -0.551 3.825  0.440
C: -2.324 -2.045 4.177  -0.452
C: -2.124 -2.608 5.736  -0.346
C: -1.333 -1.645 6.803  -0.413
C: -0.703 -0.145 6.433  0.363
N: 0.028 0.563 7.538  -0.507
C: 0.552 1.872 7.017  -0.106
C: 0.330 2.470 5.520  -0.185
N: -0.420 1.739 4.443  -0.380
C: -0.931 0.409 4.921  0.189
H: -0.901 0.285 1.819  0.243
H: -2.436 1.171 2.467  0.274
H: -2.700 -0.510 1.639  0.242
H: -2.861 -2.686 3.343  0.263
H: -2.570 -3.675 5.998  0.282
H: -1.205 -2.052 7.906  0.273
H: 1.191 2.534 7.774  0.291
H: 0.801 3.521 5.238  0.297
C: -1.436 1.236 -4.110  -0.521
O: -2.020 -0.045 -4.318  -0.402
C: -1.371 -1.066 -3.554  0.506
C: -2.195 -1.445 -2.320  -0.712
O: -2.233 -0.374 -1.373  -0.273
C: -3.470 0.328 -1.405  -0.894
H: -2.091 1.988 -4.559  0.274
H: -1.325 1.463 -3.046  0.219
H: -0.460 1.282 -4.603  0.241
H: -0.356 -0.760 -3.272  -0.578
H: -1.287 -1.944 -4.204  0.383
H: -1.712 -2.294 -1.823  0.398
H: -3.208 -1.755 -2.604  0.378
H: -4.257 -0.288 -0.957  0.324
H: -3.752 0.609 -2.422  0.457
H: -3.361 1.240 -0.812  0.231
C: 5.462 -0.060 -2.984  -0.696
O: 4.411 -0.403 -2.088  -0.375
C: 3.583 0.719 -1.770  -0.734
C: 2.262 0.671 -2.544  -0.220
O: 2.474 0.873 -3.944  -0.382
C: 2.408 -0.344 -4.678  -0.580
H: 5.928 -0.985 -3.336  0.237
H: 5.090 0.493 -3.851  0.304
H: 6.216 0.535 -2.459  0.320
H: 4.113 1.662 -1.952  0.356
H: 3.365 0.659 -0.698  0.388
H: 1.623 1.491 -2.197  0.354
H: 1.731 -0.270 -2.358  0.214
H: 1.369 -0.685 -4.737  0.204
H: 3.029 -1.123 -4.230  0.330
H: 2.770 -0.153 -5.692  0.256

The HOMO energy comes out at -0.3020 Ha. The LUMO energy is -1.1 eV. The structure (SMILES) is Cc1cccc2nccnc12.COCCOC.COCCOC. The value obtained for the energy is -29239.6019 eV. As for the total charge: 0. As for the energy relative to the best compared isomer or geometry (same formula, charge and spin): 345.83 kcal per mole.